Here is a cluster of 23 separate species, C27H30Cl67IO2 in total from the OMol25 dataset. Energies are from ωB97M-V/def2-TZVPD.

Each line ends with the Löwdin charge.
Cartesian coordinates (Å):
O: 7.0785 0.2681 0.1709  0.212
C: 7.1260 0.9057 -0.7549  -0.566
C: 5.9300 1.0242 -1.6223  -0.173
C: 5.0685 2.1702 -1.1770  -0.289
C: 3.6921 2.0703 -1.7596  -0.660
Cl: 3.6487 1.4435 -3.4193  0.597
O: 8.3098 1.4734 -1.0444  -0.038
C: 8.3949 2.4510 -2.0142  -0.587
I: 8.0750 4.4341 -1.2345  0.845
H: 5.3913 0.1260 -1.5019  0.013
H: 6.1908 1.1228 -2.6492  0.083
H: 5.5272 3.0784 -1.4645  0.002
H: 4.9645 2.0813 -0.1272  0.075
H: 3.2556 3.0266 -1.7825  -0.053
H: 3.0881 1.4916 -1.1265  0.001
H: 7.7945 2.3018 -2.8728  0.034
H: 9.3893 2.4790 -2.3351  0.013
C: 4.6394 5.0008 -5.1680  -1.520
Cl: 5.6263 4.0686 -4.0406  0.538
Cl: 2.9207 4.7417 -4.8641  0.516
Cl: 5.0500 6.7131 -5.0829  0.540
H: 4.8491 4.6466 -6.1651  0.012
C: 0.0358 2.7002 -2.9123  -1.499
Cl: -1.5104 2.1036 -2.2903  0.476
Cl: -0.2292 3.8875 -4.1889  0.530
Cl: 0.9995 3.3744 -1.6135  0.538
H: 0.5769 1.8646 -3.3353  -0.010
C: -0.9072 4.0675 2.3077  -1.518
Cl: -1.3898 3.2490 0.8241  0.477
Cl: 0.1022 3.0176 3.3014  0.531
Cl: -0.0658 5.5810 1.9476  0.506
H: -1.7992 4.3038 2.8686  0.010
C: -3.5541 -0.7562 -3.7598  -1.572
Cl: -3.1612 -2.1102 -2.7032  0.530
Cl: -2.1479 -0.2749 -4.7056  0.520
Cl: -4.9078 -1.1549 -4.8128  0.505
H: -3.8456 0.0802 -3.1407  -0.032
C: -7.0556 -1.8858 -0.9888  -1.529
Cl: -7.5156 -2.7020 -2.4819  0.503
Cl: -6.0291 -2.9250 -0.0028  0.532
Cl: -6.2464 -0.3573 -1.3358  0.514
H: -7.9518 -1.6690 -0.4282  0.012
C: -8.2021 -5.3788 -5.4258  -1.566
Cl: -9.1886 -4.9294 -6.8169  0.529
Cl: -7.7276 -7.0716 -5.5172  0.518
Cl: -6.7880 -4.3362 -5.2990  0.487
H: -8.7965 -5.2451 -4.5376  -0.052
C: 1.9887 -1.5568 -1.7846  -1.511
Cl: 3.6386 -1.2843 -1.2183  0.595
Cl: 1.4502 -3.1612 -1.3152  0.517
Cl: 0.8907 -0.3170 -1.1667  0.571
H: 1.9931 -1.4962 -2.8626  -0.014
C: -9.5907 -8.2657 -1.8936  -1.566
Cl: -8.9621 -6.6742 -2.3356  0.546
Cl: -11.1014 -8.1106 -1.0039  0.527
Cl: -9.8050 -9.2821 -3.3157  0.534
H: -8.8682 -8.7392 -1.2466  -0.064
C: -5.4882 3.8160 -0.0434  -1.508
Cl: -6.4632 3.1514 1.2858  0.499
Cl: -4.4258 5.1024 0.5093  0.503
Cl: -4.5511 2.5182 -0.8031  0.489
H: -6.1629 4.2191 -0.7839  0.017
C: 0.9699 -5.4561 2.1458  -1.519
Cl: 0.3029 -6.1551 0.6673  0.524
Cl: 1.8833 -6.6702 3.0308  0.530
Cl: 1.9328 -4.0196 1.7467  0.470
H: 0.1479 -5.1387 2.7689  0.013
C: 5.2474 -4.2474 5.1134  -1.517
Cl: 5.1728 -5.8345 5.8853  0.483
Cl: 6.8515 -3.9452 4.4324  0.498
Cl: 3.9984 -4.1234 3.8700  0.471
H: 5.0611 -3.4958 5.8675  0.014
C: -8.2086 7.5558 1.8771  -1.565
Cl: -9.2356 8.0065 0.5161  0.527
Cl: -7.5213 5.9473 1.6430  0.508
Cl: -6.9335 8.7538 2.1214  0.525
H: -8.8233 7.5399 2.7667  -0.086
C: 4.7094 -4.2262 -3.9520  -1.538
Cl: 4.2594 -2.5597 -4.3328  0.531
Cl: 5.5006 -4.3198 -2.3816  0.532
Cl: 3.3003 -5.2816 -4.0092  0.529
H: 5.4092 -4.5601 -4.7022  0.008
C: -8.6642 -9.8882 1.9553  -1.535
Cl: -8.0600 -8.3029 1.4666  0.542
Cl: -10.1604 -9.7326 2.8693  0.535
Cl: -8.8944 -10.9250 0.5467  0.546
H: -7.9249 -10.3476 2.5930  0.010
C: 8.5823 -6.5275 8.2217  -1.544
Cl: 7.0941 -7.1275 8.9609  0.513
Cl: 8.2288 -5.2906 7.0227  0.502
Cl: 9.6860 -5.9197 9.4575  0.525
H: 9.0632 -7.3538 7.7215  0.011
C: 3.7616 4.0546 2.0203  -1.493
Cl: 3.6673 2.4744 2.7910  0.538
Cl: 5.3981 4.3475 1.4368  0.537
Cl: 2.6299 4.1581 0.6700  0.525
H: 3.5029 4.8085 2.7492  0.018
C: -1.8258 7.7000 -1.7299  -1.539
Cl: -1.9043 5.9661 -1.4532  0.489
Cl: -3.1027 8.5306 -0.8366  0.523
Cl: -0.2388 8.3305 -1.2867  0.529
H: -1.9781 7.8839 -2.7823  0.012
C: -11.6180 8.0211 5.1346  -1.539
Cl: -11.0553 6.6369 6.0668  0.535
Cl: -10.2800 8.7635 4.2515  0.571
Cl: -12.9077 7.5538 4.0314  0.537
H: -12.0100 8.7548 5.8219  0.010
C: 1.7658 -4.7994 8.2572  -1.548
Cl: 0.2731 -5.6333 8.6922  0.528
Cl: 3.1695 -5.8164 8.5639  0.511
Cl: 1.7272 -4.2828 6.5730  0.522
H: 1.8491 -3.9185 8.8749  0.010
C: 8.3331 -0.0935 4.4968  -1.553
Cl: 9.3496 -1.1968 5.4304  0.513
Cl: 6.6395 -0.2817 4.9433  0.510
Cl: 8.8587 1.5737 4.7177  0.526
H: 8.4306 -0.3418 3.4521  0.011
C: -7.7956 -1.1891 -8.0580  -1.543
Cl: -6.3200 -2.1299 -8.2711  0.516
Cl: -9.0946 -1.8264 -9.0665  0.520
Cl: -8.2798 -1.1566 -6.3621  0.502
H: -7.5955 -0.1758 -8.3693  0.010
C: 12.1856 5.2700 -0.2712  -1.546
Cl: 12.2803 6.8135 -1.1162  0.527
Cl: 11.0155 5.3483 1.0435  0.499
Cl: 11.7922 3.9679 -1.3984  0.508
H: 13.1541 5.0583 0.1540  0.009

Here is a cluster of 16 separate species, C17H12Cl60NOP2 in total from the OMol25 dataset. Energies are from ωB97M-V/def2-TZVPD.

Each line ends with the Löwdin charge.
Cartesian coordinates (Å):
C: 3.8014 3.1898 -0.7070  -0.154
O: 2.5692 2.5206 -0.7657  -0.290
C: 1.4559 3.3509 -0.4720  -0.476
P: -0.0822 2.2418 -0.3306  0.226
P: -1.4653 4.1592 -0.4116  0.514
N: -0.9534 5.6051 0.0539  -0.421
H: 3.6989 4.2559 -0.9303  0.083
H: 4.2120 3.0881 0.3008  0.008
H: 4.4894 2.7472 -1.4307  0.080
H: 1.6141 3.9010 0.4633  0.068
H: 1.3154 4.0812 -1.2803  0.067
H: -0.1234 2.3985 1.1482  -0.064
H: -1.3663 1.4982 -0.2551  -0.124
H: -0.1380 2.1520 -1.8051  -0.116
H: 0.6947 1.0193 -0.2529  -0.055
H: -1.9985 4.1764 -1.7377  -0.069
H: -2.6107 3.7435 0.3410  -0.102
H: -1.0199 6.2961 -0.6847  -0.092
C: 5.3468 2.4070 3.4803  -2.050
Cl: 6.4735 2.5208 2.1229  0.533
Cl: 3.6932 2.4031 2.9065  0.560
Cl: 5.6751 0.9147 4.3765  0.504
Cl: 5.6030 3.7966 4.5548  0.500
C: -0.3335 0.2787 -5.0932  -2.030
Cl: -0.4794 1.8828 -4.4292  0.563
Cl: 0.4377 -0.7745 -3.8953  0.497
Cl: -1.9279 -0.3643 -5.5217  0.506
Cl: 0.6767 0.2941 -6.5559  0.475
C: 1.6715 1.3385 6.7848  -2.055
Cl: 0.0640 2.0627 6.7801  0.534
Cl: 1.6855 -0.0776 5.7301  0.519
Cl: 2.8530 2.5060 6.2044  0.501
Cl: 2.0874 0.8430 8.4358  0.503
C: 1.1822 -3.3882 -9.6235  -2.052
Cl: 0.9204 -2.1465 -8.4067  0.494
Cl: 0.8345 -4.9733 -8.9210  0.519
Cl: 0.1500 -3.1256 -11.0284  0.531
Cl: 2.8825 -3.3248 -10.1167  0.490
C: -3.2948 7.2516 2.2539  -2.029
Cl: -3.7895 5.5682 2.3006  0.509
Cl: -1.6804 7.4236 2.9236  0.535
Cl: -3.3205 7.8242 0.5892  0.500
Cl: -4.4296 8.2356 3.2204  0.461
C: -4.0633 -1.4693 -2.2625  -2.040
Cl: -3.2225 -3.0015 -2.5665  0.477
Cl: -5.1521 -1.6783 -0.8842  0.493
Cl: -2.9220 -0.1969 -1.8855  0.545
Cl: -5.0054 -1.0487 -3.7033  0.506
C: -6.0509 11.8553 0.0796  -2.059
Cl: -5.3102 12.8319 -1.1966  0.511
Cl: -6.0478 12.7768 1.5912  0.510
Cl: -7.7225 11.4861 -0.3697  0.511
Cl: -5.1472 10.3665 0.2936  0.501
C: 0.2243 -5.5127 -2.5122  -2.022
Cl: -1.4302 -5.9838 -2.1099  0.513
Cl: 0.2251 -3.9838 -3.3795  0.511
Cl: 1.1564 -5.3404 -1.0173  0.479
Cl: 0.9634 -6.7750 -3.5053  0.502
C: -1.5446 -4.3367 2.2480  -2.044
Cl: -0.6798 -5.8665 2.0421  0.500
Cl: -2.5758 -4.4432 3.6824  0.519
Cl: -0.3840 -3.0271 2.4447  0.545
Cl: -2.5488 -4.0250 0.8330  0.491
C: 4.3454 -5.5319 2.5517  -2.049
Cl: 3.8454 -5.1777 4.2047  0.509
Cl: 4.8300 -7.2288 2.4333  0.521
Cl: 3.0023 -5.2272 1.4510  0.486
Cl: 5.7105 -4.5002 2.1167  0.531
C: 4.7778 -7.9062 -4.9709  -2.058
Cl: 4.2945 -7.5838 -3.3049  0.502
Cl: 5.1533 -9.6243 -5.1583  0.524
Cl: 3.4596 -7.4810 -6.0673  0.503
Cl: 6.1959 -6.9332 -5.3523  0.515
C: 4.7647 -3.1029 -5.5747  -2.037
Cl: 6.5318 -3.1704 -5.4468  0.513
Cl: 4.1970 -1.5052 -5.1019  0.544
Cl: 4.2893 -3.4310 -7.2455  0.490
Cl: 4.0571 -4.3233 -4.5206  0.497
C: 5.5050 -4.9293 8.2476  -2.066
Cl: 6.3347 -4.8479 6.6955  0.509
Cl: 4.1380 -6.0432 8.1194  0.514
Cl: 6.6199 -5.5094 9.4901  0.517
Cl: 4.9152 -3.3259 8.6877  0.525
C: -7.6249 -3.8307 1.4812  -2.060
Cl: -5.8698 -3.9598 1.5385  0.485
Cl: -8.1233 -2.2749 2.1506  0.525
Cl: -8.1730 -3.9521 -0.1932  0.518
Cl: -8.3483 -5.1385 2.4301  0.515
C: -7.7266 4.8273 4.6373  -2.056
Cl: -6.5060 5.9769 4.1203  0.492
Cl: -7.5988 3.3522 3.6724  0.522
Cl: -7.4919 4.4288 6.3464  0.511
Cl: -9.3415 5.5246 4.4242  0.507

Its net charge is -1.

Here is a cluster of 2 separate species, C5H11NO2 in total from the OMol25 dataset. Energies are from ωB97M-V/def2-TZVPD.

Each line ends with the Löwdin charge.
Cartesian coordinates (Å):
O: -1.4602 1.9354 -0.5280  0.065
C: -0.9610 2.5798 0.3527  -0.365
N: 0.0980 2.2145 1.1503  0.141
C: 0.3707 0.8631 1.1298  -0.312
C: 1.2830 -1.4846 -1.2044  -0.404
C: -0.0770 -1.5638 -1.9258  -0.081
O: 1.1643 -1.4395 0.1440  -0.074
C: -0.5946 0.0441 2.0284  -0.031
H: -1.2688 3.6294 0.4724  0.123
H: -0.2149 -0.9672 2.1231  0.073
H: 0.1594 0.5027 0.0815  0.140
H: 1.7917 -0.5774 -1.5957  0.118
H: -0.9208 -1.4569 -1.2504  0.069
H: -0.2227 -2.4521 -2.5417  0.065
H: -0.1029 -0.7265 -2.6278  0.069
H: 1.9131 -2.3303 -1.5425  0.133
H: -0.8807 0.5431 2.9484  0.078
H: -1.5041 -0.0473 1.4382  0.075
H: 1.4276 0.7335 1.3475  0.120

The value obtained for the energy above the lowest of the compared OMol25 structures with the same formula, charge and spin is 176.7 kcal/mol.

Here is an isolated molecule of C2H7NO2S from the OMol25 dataset. Energies are from ωB97M-V/def2-TZVPD.

Each line ends with the Löwdin charge.
Cartesian coordinates (Å):
C: 2.3946 0.0204 -0.1908  -0.250
N: 1.1188 -0.2808 -0.6679  -0.289
S: 0.0678 0.8026 -0.4912  0.721
O: 0.4361 2.0016 0.2509  -0.332
O: -1.2225 0.0254 -0.0666  -0.330
C: -2.3676 0.8347 0.2333  -0.096
H: 3.2064 -0.3635 -0.9668  0.105
H: 2.4287 1.0891 0.0066  0.050
H: 2.6678 -0.6797 0.6330  0.076
H: -0.4541 1.2027 -1.5907  0.058
H: -2.3741 1.6425 -0.4771  0.068
H: -3.2593 0.1185 0.0412  0.129
H: -2.3850 1.1871 1.2640  0.092

As for the SMILES: CN=[S@H](=O)OC. The value obtained for the energy above the lowest of the compared OMol25 structures with the same formula, charge and spin is 90.0 kcal/mol.

In order of appearance, HOMO level = -9.40 -3.71 -8.67 -9.13 eV.
In order of appearance, HOMO-LUMO gap = 9.601 4.987 4.481 9.708 eV.